The following is a quantum chemistry calculation of 19 unconnected molecules or ions with the total composition C67H182N10O19 in a non-equilibrium geometry, from the OMol25 dataset.

Geometry as XYZ:
```
278
Properties=species:S:1:pos:R:3:lowdin_charge:R:1
C 24.32 -14.63 -5.85 -0.050
C 23.02 -15.35 -5.54 -0.487
C 23.22 -16.89 -5.45 -0.036
O 22.51 -15.02 -4.25 -0.065
H 24.13 -13.53 -5.72 0.091
H 24.66 -14.86 -6.88 0.058
H 25.04 -14.87 -5.05 0.091
H 22.30 -15.14 -6.31 0.091
H 23.75 -17.14 -6.40 0.071
H 22.25 -17.41 -5.40 0.068
H 23.83 -17.14 -4.59 0.072
H 22.33 -14.08 -4.15 0.079
C 17.01 -21.14 -8.59 -0.060
C 16.29 -22.43 -8.90 -0.470
C 14.80 -22.27 -9.23 -0.057
O 17.15 -23.18 -9.80 -0.082
H 16.67 -20.56 -7.71 0.081
H 16.97 -20.41 -9.41 0.079
H 18.06 -21.35 -8.46 0.055
H 16.28 -23.12 -8.05 0.133
H 14.50 -21.42 -9.88 0.067
H 14.32 -22.02 -8.29 0.074
H 14.33 -23.20 -9.58 0.076
H 17.27 -22.63 -10.63 0.085
C 14.43 -17.83 -10.96 -0.090
C 13.97 -18.25 -12.27 -0.514
C 12.63 -17.63 -12.63 -0.045
O 15.03 -17.77 -13.10 -0.073
H 14.49 -16.75 -11.01 0.074
H 15.42 -18.20 -10.78 0.074
H 13.81 -18.02 -10.06 0.088
H 13.88 -19.35 -12.35 0.143
H 12.61 -16.62 -12.22 0.079
H 11.80 -18.25 -12.29 0.081
H 12.51 -17.57 -13.75 0.091
H 14.85 -17.99 -14.04 0.106
C 19.64 -22.25 -14.86 -0.056
C 18.30 -22.58 -14.11 -0.475
C 17.71 -23.84 -14.77 -0.058
O 18.39 -22.64 -12.70 -0.069
H 20.24 -23.14 -14.98 0.066
H 20.32 -21.62 -14.26 0.062
H 19.34 -21.76 -15.77 0.071
H 17.63 -21.72 -14.34 0.126
H 17.83 -23.75 -15.84 0.069
H 16.70 -24.04 -14.43 0.075
H 18.39 -24.72 -14.55 0.080
H 19.06 -23.31 -12.50 0.030
C 21.23 -22.05 -7.05 -0.067
C 21.29 -23.24 -6.13 -0.467
C 22.65 -23.92 -6.31 -0.025
O 21.04 -22.92 -4.76 -0.054
H 22.00 -21.32 -7.04 0.066
H 20.24 -21.51 -6.90 0.083
H 21.07 -22.42 -8.04 0.056
H 20.46 -23.88 -6.40 0.136
H 22.58 -24.93 -5.92 0.074
H 23.37 -23.32 -5.75 0.069
H 22.95 -23.98 -7.37 0.059
H 21.82 -22.46 -4.40 0.041
C 25.26 -20.29 -7.97 -0.017
C 25.79 -18.88 -8.26 -0.417
C 27.35 -18.73 -8.28 -0.034
O 25.27 -18.27 -9.47 -0.093
H 25.81 -20.96 -8.63 0.081
H 24.18 -20.29 -8.13 0.064
H 25.44 -20.59 -6.96 0.057
H 25.49 -18.27 -7.44 0.103
H 27.52 -17.68 -8.41 0.065
H 27.86 -19.34 -9.00 0.052
H 27.80 -19.16 -7.36 0.095
H 24.51 -18.71 -9.83 0.038
C 24.06 -15.42 -11.21 -0.017
C 24.96 -14.62 -10.14 -0.468
C 24.27 -13.40 -9.69 -0.055
O 25.12 -15.39 -8.98 -0.086
H 23.88 -14.84 -12.14 0.079
H 23.08 -15.55 -10.75 0.052
H 24.43 -16.38 -11.59 0.041
H 25.97 -14.42 -10.52 0.130
H 24.83 -12.74 -9.00 0.100
H 23.32 -13.70 -9.24 0.070
H 24.11 -12.81 -10.57 0.059
H 25.20 -16.35 -9.19 0.060
C 20.35 -19.56 -10.13 -0.009
C 21.69 -18.73 -10.25 -0.432
C 21.87 -17.72 -9.14 -0.040
O 22.79 -19.64 -10.09 -0.127
H 20.20 -19.76 -9.07 0.051
H 20.54 -20.52 -10.64 0.079
H 19.46 -19.11 -10.63 0.068
H 21.75 -18.22 -11.21 0.098
H 22.79 -17.12 -9.15 0.065
H 21.98 -18.32 -8.21 0.087
H 20.98 -17.12 -9.10 0.066
H 22.93 -20.21 -10.89 0.043
C 19.17 -18.10 -3.91 -0.056
C 18.53 -18.87 -5.02 -0.465
C 19.04 -18.45 -6.46 -0.013
O 18.70 -20.28 -5.03 -0.048
H 18.87 -17.06 -3.96 0.075
H 20.24 -18.05 -3.88 0.052
H 18.78 -18.48 -2.96 0.090
H 17.45 -18.62 -4.93 0.140
H 19.36 -17.41 -6.40 0.047
H 18.25 -18.58 -7.16 0.046
H 19.93 -19.04 -6.69 0.061
H 18.27 -20.62 -4.25 0.085
C 18.82 -26.10 -11.25 -0.037
C 20.22 -25.50 -11.08 -0.386
C 21.19 -26.66 -10.84 -0.233
O 20.94 -27.14 -9.53 -0.164
C 21.98 -28.04 -9.20 -0.112
N 20.56 -24.75 -12.31 0.067
H 18.09 -25.37 -11.46 0.048
H 18.55 -26.72 -10.41 0.084
H 18.93 -26.77 -12.10 0.078
H 20.21 -24.83 -10.21 0.137
H 22.27 -26.41 -10.91 0.117
H 21.10 -27.39 -11.66 0.129
H 21.88 -28.95 -9.79 0.088
H 21.88 -28.36 -8.17 0.085
H 22.98 -27.66 -9.36 0.081
H 21.54 -24.56 -12.40 0.033
H 20.37 -25.28 -13.14 0.069
C 18.97 -13.72 -4.84 -0.060
C 18.99 -13.51 -6.33 -0.429
C 19.20 -14.79 -7.04 -0.237
O 19.37 -14.66 -8.42 -0.187
C 20.63 -14.20 -8.82 -0.105
N 17.79 -12.78 -6.80 0.083
H 19.98 -13.97 -4.44 0.068
H 18.28 -14.55 -4.57 0.081
H 18.62 -12.79 -4.37 0.081
H 19.87 -12.85 -6.46 0.142
H 18.29 -15.31 -6.95 0.096
H 20.02 -15.40 -6.59 0.119
H 21.42 -14.58 -8.20 0.063
H 20.68 -13.12 -8.81 0.068
H 20.83 -14.46 -9.85 0.086
H 16.95 -13.36 -6.84 0.033
H 17.88 -12.38 -7.69 0.021
C 23.05 -22.86 -10.13 -0.050
C 23.99 -22.45 -11.21 -0.392
C 24.64 -23.67 -12.02 -0.205
O 23.72 -24.31 -12.80 -0.232
C 24.30 -25.13 -13.82 -0.060
N 23.41 -21.48 -12.11 0.065
H 22.68 -21.97 -9.53 0.083
H 23.46 -23.60 -9.48 0.073
H 22.21 -23.28 -10.58 0.045
H 24.85 -21.96 -10.74 0.123
H 25.11 -24.42 -11.41 0.120
H 25.39 -23.17 -12.65 0.111
H 24.93 -25.81 -13.25 0.084
H 24.93 -24.55 -14.48 0.064
H 23.52 -25.69 -14.35 0.101
H 22.58 -21.90 -12.59 0.108
H 24.05 -21.24 -12.85 0.040
C 19.24 -16.53 -12.98 -0.041
C 19.24 -17.74 -13.89 -0.474
C 20.67 -18.30 -14.08 -0.158
O 21.48 -17.22 -14.61 -0.202
C 22.85 -17.54 -14.61 -0.112
N 18.39 -18.78 -13.54 0.070
H 19.88 -15.73 -13.39 0.069
H 19.61 -16.72 -11.98 0.063
H 18.19 -16.20 -12.88 0.076
H 18.91 -17.40 -14.89 0.145
H 20.64 -19.16 -14.77 0.106
H 21.08 -18.59 -13.07 0.118
H 23.14 -17.74 -13.58 0.067
H 23.40 -16.72 -14.96 0.060
H 23.05 -18.47 -15.21 0.096
H 18.80 -19.30 -12.80 0.053
H 17.48 -18.51 -13.19 0.067
C 20.24 -12.25 -15.28 -0.058
C 21.72 -12.59 -15.38 -0.433
C 22.42 -12.16 -14.13 -0.254
O 21.99 -10.89 -13.78 -0.214
C 22.53 -10.43 -12.55 -0.089
N 22.05 -13.99 -15.55 0.040
H 20.15 -11.16 -15.41 0.082
H 19.83 -12.35 -14.29 0.057
H 19.54 -12.75 -15.95 0.079
H 22.18 -12.01 -16.24 0.159
H 23.49 -12.14 -14.17 0.115
H 22.14 -12.80 -13.25 0.131
H 23.60 -10.29 -12.71 0.087
H 22.46 -11.24 -11.84 0.055
H 21.96 -9.56 -12.17 0.105
H 22.00 -14.26 -16.52 0.067
H 21.42 -14.61 -15.00 0.076
C 27.04 -19.70 -12.01 -0.029
C 26.23 -18.49 -12.41 -0.421
C 26.96 -17.19 -12.04 -0.204
O 28.19 -17.22 -12.75 -0.201
C 28.86 -15.99 -12.83 -0.097
N 26.03 -18.50 -13.84 0.046
H 26.56 -20.54 -12.45 0.046
H 27.04 -19.77 -10.89 0.077
H 28.05 -19.54 -12.27 0.070
H 25.31 -18.53 -11.80 0.116
H 27.11 -17.05 -10.95 0.128
H 26.30 -16.34 -12.38 0.112
H 29.23 -15.64 -11.84 0.095
H 28.21 -15.24 -13.28 0.091
H 29.76 -16.09 -13.41 0.077
H 26.90 -18.50 -14.36 0.098
H 25.56 -17.62 -14.11 0.084
C 15.47 -13.64 -12.14 -0.055
C 16.80 -13.51 -11.38 -0.426
C 16.96 -12.10 -10.83 -0.192
O 18.07 -11.89 -9.97 -0.185
C 19.18 -11.40 -10.63 -0.138
N 16.87 -14.45 -10.24 0.056
H 15.36 -14.69 -12.51 0.081
H 15.40 -12.86 -12.90 0.080
H 14.63 -13.50 -11.46 0.073
H 17.62 -13.82 -12.04 0.119
H 16.02 -11.94 -10.29 0.131
H 16.97 -11.40 -11.70 0.132
H 20.05 -11.39 -9.92 0.094
H 19.04 -10.35 -10.89 0.083
H 19.50 -11.88 -11.58 0.092
H 16.74 -15.41 -10.55 0.057
H 17.81 -14.41 -9.76 0.077
C 25.61 -22.26 -16.90 -0.049
C 24.78 -21.28 -16.06 -0.453
C 23.43 -21.89 -15.73 -0.166
O 22.54 -22.10 -16.89 -0.199
C 21.95 -20.90 -17.27 -0.148
N 25.40 -21.16 -14.79 0.033
H 25.03 -22.54 -17.77 0.080
H 25.83 -23.13 -16.31 0.063
H 26.61 -21.87 -17.16 0.087
H 24.66 -20.36 -16.62 0.133
H 22.90 -21.18 -15.01 0.115
H 23.49 -22.89 -15.29 0.109
H 22.64 -20.34 -17.96 0.099
H 21.66 -20.28 -16.37 0.069
H 21.07 -21.14 -17.84 0.079
H 25.45 -20.23 -14.38 0.022
H 26.38 -21.41 -14.89 0.081
C 15.67 -16.82 -7.98 -0.062
C 14.55 -15.82 -7.65 -0.397
C 13.92 -16.16 -6.31 -0.204
O 13.13 -17.36 -6.23 -0.213
C 12.12 -17.44 -7.26 -0.087
N 15.32 -14.53 -7.54 0.030
H 15.97 -16.79 -9.00 0.021
H 15.44 -17.91 -7.74 0.106
H 16.57 -16.51 -7.41 0.070
H 13.86 -15.74 -8.48 0.114
H 13.29 -15.32 -5.91 0.129
H 14.73 -16.27 -5.54 0.138
H 11.40 -16.58 -7.13 0.105
H 11.64 -18.40 -7.02 0.095
H 12.63 -17.42 -8.21 0.046
H 14.79 -13.71 -7.46 0.056
H 15.92 -14.40 -8.35 0.023
C 26.21 -21.85 -1.89 -0.093
C 25.03 -22.18 -2.75 -0.387
C 23.96 -21.07 -2.57 -0.153
O 23.00 -21.21 -3.66 -0.226
C 22.06 -20.20 -3.57 -0.139
N 25.57 -22.07 -4.18 0.026
H 26.40 -20.77 -2.04 0.086
H 27.12 -22.32 -2.19 0.069
H 26.09 -22.02 -0.81 0.084
H 24.64 -23.17 -2.59 0.133
H 24.39 -20.04 -2.63 0.132
H 23.52 -21.15 -1.59 0.123
H 21.35 -20.29 -2.74 0.109
H 21.41 -20.14 -4.41 0.058
H 22.54 -19.19 -3.57 0.090
H 24.80 -21.71 -4.76 0.033
H 26.21 -21.25 -4.29 0.079
```

Computed properties:
Kohn-Sham gap (eV): 9.0
Highest occupied orbital energy (eV): -8.46
Lowest unoccupied orbital energy (Eh): 0.0188
DFT total energy (eV): -126227.4250
Charge: 0
2S+1: 1


The following is a quantum chemistry calculation of a molecular structure, C67H49ClI4N4O3SiY in a non-equilibrium geometry, from the OMol25 dataset.

Geometry as XYZ:
```
130
Properties=species:S:1:pos:R:3:lowdin_charge:R:1
Y 0.45 -0.85 0.00 1.525
I 5.24 -5.98 -7.15 0.785
C 4.13 -5.06 -5.60 -0.719
C 4.79 -4.65 -4.45 -0.152
C 4.06 -4.04 -3.45 -0.022
C 2.69 -3.81 -3.59 -0.201
C 2.06 -4.25 -4.75 -0.039
C 2.77 -4.88 -5.75 -0.156
C 2.01 -3.01 -2.55 -0.080
C 1.59 -1.73 -2.94 -0.219
C 1.61 -1.21 -4.29 0.010
C 1.32 0.11 -4.22 0.016
C 1.17 0.43 -2.82 -0.239
C 1.26 1.72 -2.30 -0.086
C 1.37 2.81 -3.29 -0.199
C 0.29 3.22 -4.06 -0.029
C 0.43 4.25 -4.97 -0.157
C 1.65 4.87 -5.12 -0.717
I 1.87 6.46 -6.49 0.790
C 2.75 4.46 -4.39 -0.149
C 2.61 3.43 -3.48 -0.032
C 1.47 2.07 -0.95 -0.280
N 1.27 1.25 0.13 -0.010
C 1.60 1.96 1.25 -0.268
C 1.52 1.49 2.58 -0.077
C 1.75 2.47 3.65 -0.181
C 1.08 3.69 3.68 -0.038
C 1.32 4.62 4.67 -0.151
C 2.24 4.33 5.66 -0.716
I 2.62 5.75 7.19 0.783
C 2.93 3.13 5.67 -0.152
C 2.68 2.21 4.66 -0.033
C 1.33 0.14 2.93 -0.241
C 1.23 -0.35 4.28 -0.012
C 1.28 -1.71 4.21 -0.001
C 1.37 -2.05 2.81 -0.253
N 1.35 -0.91 2.06 -0.012
C 1.61 -3.34 2.32 -0.092
C 1.80 -3.68 0.95 -0.263
C 2.22 -4.95 0.47 -0.025
C 2.37 -4.84 -0.88 -0.024
C 2.00 -3.50 -1.22 -0.243
N 1.64 -2.82 -0.10 0.024
C 1.86 -4.40 3.31 -0.187
C 3.13 -4.95 3.42 -0.029
C 3.43 -5.93 4.34 -0.148
C 2.43 -6.38 5.18 -0.713
I 2.86 -7.92 6.59 0.785
C 1.16 -5.85 5.12 -0.149
C 0.88 -4.86 4.20 -0.030
C 2.05 3.26 0.87 -0.048
C 1.95 3.33 -0.50 -0.051
N 1.28 -0.72 -2.08 0.001
H 5.86 -4.80 -4.35 0.090
H 4.56 -3.70 -2.56 0.126
H 0.99 -4.10 -4.86 0.125
H 2.27 -5.22 -6.64 0.090
H 1.84 -1.78 -5.17 0.099
H 1.26 0.81 -5.02 0.109
H -0.66 2.73 -3.95 0.120
H -0.43 4.57 -5.56 0.093
H 3.72 4.92 -4.52 0.091
H 3.46 3.09 -2.90 0.129
H 0.36 3.91 2.91 0.097
H 0.79 5.56 4.68 0.091
H 3.65 2.91 6.44 0.091
H 3.24 1.29 4.64 0.121
H 1.13 0.25 5.16 0.106
H 1.25 -2.41 5.03 0.106
H 2.38 -5.83 1.08 0.099
H 2.67 -5.60 -1.58 0.103
H 3.91 -4.59 2.76 0.126
H 4.43 -6.34 4.40 0.091
H 0.38 -6.20 5.78 0.092
H -0.11 -4.45 4.16 0.097
H 2.43 4.01 1.53 0.101
H 2.22 4.16 -1.12 0.096
Cl -5.74 -1.81 -4.44 0.619
C -4.42 -1.74 -3.32 -0.700
C -4.09 -2.88 -2.60 -0.124
C -3.04 -2.82 -1.71 -0.016
C -2.33 -1.63 -1.45 -0.322
O -1.34 -1.63 -0.63 -0.225
C -2.75 -0.43 -2.14 -0.138
C -2.25 0.83 -1.91 -0.116
O -1.51 1.25 -0.82 -0.212
C -3.77 -0.55 -3.13 -0.074
H -4.64 -3.80 -2.76 0.095
H -2.72 -3.71 -1.19 0.101
H -2.58 1.63 -2.55 0.084
H -4.05 0.33 -3.69 0.107
C -5.12 3.30 3.02 -0.098
C -3.81 3.65 3.27 -0.094
C -2.84 3.47 2.30 -0.106
C -3.15 2.92 1.06 -0.239
C -4.48 2.57 0.82 -0.092
C -5.45 2.76 1.79 -0.089
Si -1.76 2.78 -0.23 0.711
C -2.18 4.03 -1.61 -0.228
C -3.37 3.95 -2.33 -0.113
C -3.68 4.86 -3.33 -0.083
C -2.81 5.89 -3.62 -0.093
C -1.63 6.01 -2.90 -0.092
C -1.32 5.08 -1.92 -0.098
H -5.88 3.45 3.78 0.100
H -3.54 4.06 4.24 0.105
H -1.82 3.74 2.51 0.076
H -4.77 2.13 -0.12 0.098
H -6.48 2.50 1.58 0.101
H -0.52 3.15 0.41 0.036
H -4.08 3.17 -2.11 0.090
H -4.60 4.75 -3.89 0.102
H -3.06 6.61 -4.39 0.101
H -0.95 6.82 -3.13 0.106
H -0.38 5.17 -1.39 0.098
C -1.72 -3.85 1.77 -0.044
C -1.86 -2.65 2.70 -0.247
O -1.57 -1.42 2.03 -0.215
C -2.64 -0.50 2.02 -0.250
C -2.89 0.12 3.39 -0.046
H -2.54 -3.88 1.06 0.063
H -1.71 -4.76 2.36 0.075
H -0.78 -3.77 1.22 0.062
H -1.16 -2.73 3.54 0.094
H -2.88 -2.61 3.10 0.117
H -3.55 -1.00 1.65 0.135
H -2.35 0.28 1.31 0.090
H -3.15 -0.63 4.13 0.071
H -3.71 0.83 3.32 0.056
H -2.00 0.64 3.72 0.079
```

Computed properties:
Energy relative to the best compared isomer or geometry (same formula, charge and spin) (kcal/mol): 12.55
Kohn-Sham gap (spin up / spin down) (eV): 4.3 / 5.4
Highest occupied orbital energy (spin up / spin down) (eV): -2.83 / -4.20
Lowest unoccupied orbital energy (spin up / spin down) (Eh): 0.0543 / 0.0452
DFT total energy (eV): -136230.4789
Charge: -1
2S+1: 1